The following is a DFT calculation (ωB97M-V/def2-TZVPD) of an isolated ion of composition C2H6N3S2 and charge +1.

The HOMO-LUMO gap (spin up / spin down) is 8.4 / 8.4 eV. For the lowest unoccupied orbital energy (spin up / spin down), the calculation gives -5.1 / -5.1 eV. The value obtained for the relative energy (zero: lowest compared OMol25 entry of this formula, charge and spin) is 217.5 kJ/mol. The HOMO energy (spin up / spin down) is -13.48 / -13.48 eV. Its net charge is +1.

Element x y z (Å)
1 C 0.27 -0.57 -0.36
2 C -1.49 0.82 0.31
3 N -0.24 0.25 0.52
4 N 1.50 -1.00 -0.45
5 N 2.60 -0.52 0.37
6 S -2.21 1.06 -1.23
7 S -2.19 1.49 1.77
8 H -0.29 -0.91 -1.30
9 H 1.81 -1.51 -1.34
10 H 2.28 -0.46 1.34
11 H 3.33 -1.18 0.25
12 H -3.59 1.37 -1.12
13 H -3.23 2.00 1.08

Mulliken population analysis, charges in e, atoms 1 to 8: 0.059, 0.551, -0.524, 0.064, -0.533, -0.156, 0.008, 0.271

The following is a DFT calculation (ωB97M-V/def2-TZVPD) of one molecule with the formula C2H6N4.

The HOMO-LUMO gap is 10.6 eV. For the lowest unoccupied orbital energy, the calculation gives 1.1 eV. The value obtained for the relative energy (zero: lowest compared OMol25 entry of this formula, charge and spin) is 475.0 kJ/mol. The HOMO energy is -9.46 eV. As for the SMILES: C1Cn2[nH]n2N1.

Element x y z (Å)
1 C -0.69 -0.33 0.80
2 C 0.14 0.90 0.62
3 N 0.89 0.75 -0.67
4 N -0.09 0.25 -1.62
5 N 0.83 -0.74 -0.97
6 N 0.14 -1.38 0.05
7 H -1.09 -0.79 1.73
8 H -1.54 -0.38 0.19
9 H -0.49 1.78 0.37
10 H 0.80 1.33 1.34
11 H 0.30 0.39 -2.51
12 H 0.81 -1.79 0.69

Mulliken population analysis, charges in e, atoms 1 to 8: -0.358, -0.389, -0.191, -0.289, -0.218, -0.288, 0.369, 0.297

The following is a DFT calculation (ωB97M-V/def2-TZVPD) of C2H6N4 as an isolated structure.

The HOMO-LUMO gap is 10.3 eV. For the lowest unoccupied orbital energy, the calculation gives -10.6 eV. The value obtained for the relative energy (zero: lowest compared OMol25 entry of this formula, charge and spin) is 85.7 kJ/mol. The HOMO energy is -20.90 eV. Its net charge is +2.

Element x y z (Å)
1 C 0.91 0.43 0.13
2 C -0.86 -0.21 -0.13
3 N 0.37 -0.76 -0.34
4 N -0.37 0.97 0.32
5 N 2.11 0.81 0.33
6 N -2.18 -0.97 -0.31
7 H 0.72 -1.68 -0.60
8 H -0.76 1.87 0.59
9 H 2.91 0.20 0.12
10 H 2.36 1.73 0.69
11 H -2.15 -1.91 -0.69
12 H -3.06 -0.48 -0.12

Mulliken population analysis, charges in e, atoms 1 to 8: 0.528, 0.459, -0.148, -0.099, -0.193, -0.268, 0.260, 0.263

The following is a DFT calculation (ωB97M-V/def2-TZVPD) of C2H6N4O as an isolated structure.

The HOMO-LUMO gap (spin up / spin down) is 7.8 / 7.8 eV. For the lowest unoccupied orbital energy (spin up / spin down), the calculation gives 0.2 / 0.2 eV. The value obtained for the relative energy (zero: lowest compared OMol25 entry of this formula, charge and spin) is 801.0 kJ/mol. The HOMO energy (spin up / spin down) is -7.60 / -7.59 eV.

Element x y z (Å)
1 C -0.13 1.17 1.18
2 C -1.22 0.82 0.30
3 N 0.48 -2.16 -0.58
4 O 0.22 -0.86 -0.96
5 N 0.60 1.42 -0.06
6 N 1.37 0.36 -0.33
7 N -2.34 0.56 -0.01
8 H 0.91 -2.15 0.34
9 H 1.13 -2.57 -1.24
10 H 1.80 0.57 -1.24
11 H -2.69 0.40 -0.94
12 H -0.35 2.09 1.74
13 H 0.23 0.35 1.80

Mulliken population analysis, charges in e, atoms 1 to 8: -0.043, 0.226, -0.370, -0.373, -0.467, -0.228, -0.361, 0.243

The following is a DFT calculation (ωB97M-V/def2-TZVPD) of C2H6N4O as an isolated structure.

The HOMO-LUMO gap is 9.0 eV. For the lowest unoccupied orbital energy, the calculation gives 0.4 eV. The value obtained for the relative energy (zero: lowest compared OMol25 entry of this formula, charge and spin) is 529.9 kJ/mol. The HOMO energy is -8.60 eV.

Element x y z (Å)
1 C 0.89 0.76 0.94
2 C 0.49 0.12 -0.37
3 N 1.19 -1.10 -0.64
4 N 0.66 -2.20 -0.58
5 O 0.35 0.93 -1.42
6 H -0.34 -2.12 -0.28
7 H 1.93 1.08 0.87
8 H 0.80 0.05 1.76
9 H 0.27 1.64 1.11
10 N -1.31 -0.25 -0.55
11 N -2.29 0.17 0.02
12 H -2.12 0.47 1.00
13 H -0.52 0.45 -1.85

Mulliken population analysis, charges in e, atoms 1 to 8: -1.249, 0.985, -0.137, -0.338, -0.520, 0.281, 0.354, 0.290

The following is a DFT calculation (ωB97M-V/def2-TZVPD) of one molecule with the formula C2H6N4O.

The HOMO-LUMO gap is 9.9 eV. For the lowest unoccupied orbital energy, the calculation gives 0.7 eV. The value obtained for the relative energy (zero: lowest compared OMol25 entry of this formula, charge and spin) is 77.0 kJ/mol. The HOMO energy is -9.20 eV. As for the SMILES: [H]/N=C(/N)O/C(N)=N/[H].

Element x y z (Å)
1 H -0.78 2.01 -0.15
2 N -1.60 1.38 -0.08
3 C -1.34 0.16 -0.06
4 N -2.37 -0.79 -0.06
5 O -0.11 -0.49 -0.04
6 C 1.12 0.14 -0.03
7 N 2.11 -0.85 -0.11
8 N 1.27 1.38 0.01
9 H 2.23 1.72 0.04
10 H -2.07 -1.74 0.13
11 H -3.26 -0.44 0.25
12 H 3.04 -0.60 0.18
13 H 1.77 -1.87 -0.08

Mulliken population analysis, charges in e, atoms 1 to 8: 0.339, -0.718, 0.481, -0.437, -0.338, 0.602, -0.430, -0.645

The following is a DFT calculation (ωB97M-V/def2-TZVPD) of C2H6N4O2 as an isolated structure.

The HOMO-LUMO gap is 9.6 eV. For the lowest unoccupied orbital energy, the calculation gives -0.1 eV. The value obtained for the relative energy (zero: lowest compared OMol25 entry of this formula, charge and spin) is 723.8 kJ/mol. The HOMO energy is -9.71 eV.

Element x y z (Å)
1 C 0.20 -0.80 0.12
2 C -0.10 0.34 -0.79
3 H 1.69 0.59 2.47
4 H 0.99 -1.49 1.89
5 H -0.63 -2.37 -0.87
6 H 1.58 1.06 -0.74
7 H -1.15 1.38 -1.88
8 H -2.55 1.77 -0.02
9 N 0.81 -0.61 1.47
10 N 0.12 -2.14 -0.24
11 N 0.68 1.23 -1.26
12 N -1.24 0.40 -1.34
13 O 1.98 0.02 1.62
14 O -2.39 0.61 -0.41

Mulliken population analysis, charges in e, atoms 1 to 8: 0.293, 0.396, 0.382, 0.325, 0.262, 0.306, 0.387, 0.342

The following is a DFT calculation (ωB97M-V/def2-TZVPD) of one molecule with the formula C2H6N4O2.

The HOMO-LUMO gap is 8.4 eV. For the lowest unoccupied orbital energy, the calculation gives 0.9 eV. The value obtained for the relative energy (zero: lowest compared OMol25 entry of this formula, charge and spin) is 737.4 kJ/mol. The HOMO energy is -7.55 eV.

Element x y z (Å)
1 C -0.11 1.47 -0.11
2 C -1.31 0.81 -0.20
3 N 1.08 0.79 0.02
4 N 0.12 -1.06 0.79
5 N -1.26 -0.51 -0.45
6 N 1.21 -0.51 0.39
7 O -2.54 -1.10 0.04
8 O 1.94 -1.20 -0.68
9 H -0.18 2.54 -0.16
10 H -2.27 1.42 -0.01
11 H 1.97 1.21 -0.12
12 H 0.11 -2.15 0.68
13 H -2.92 -1.68 -0.68
14 H 2.21 -1.98 -0.22

Mulliken population analysis, charges in e, atoms 1 to 8: -0.243, -0.136, -0.151, -0.456, -0.233, 0.212, -0.452, -0.467

The following is a DFT calculation (ωB97M-V/def2-TZVPD) of C2H6N4O2 as an isolated structure.

The HOMO-LUMO gap is 9.2 eV. For the lowest unoccupied orbital energy, the calculation gives 0.3 eV. The value obtained for the relative energy (zero: lowest compared OMol25 entry of this formula, charge and spin) is 1104.2 kJ/mol. The HOMO energy is -8.93 eV.

Element x y z (Å)
1 C -0.65 0.30 -0.15
2 C 1.32 -1.26 -0.30
3 H 2.14 1.51 0.84
4 H -0.56 2.53 -0.34
5 H -0.49 -1.40 -1.38
6 H 1.62 -1.87 -1.45
7 H 1.19 -0.69 1.90
8 H -3.42 -0.03 0.13
9 N 0.00 1.57 0.31
10 N -0.01 -0.99 -0.34
11 N 2.03 -0.96 0.78
12 N -1.93 0.49 -0.04
13 O 1.49 1.48 -0.34
14 O -2.71 -0.68 0.37

Mulliken population analysis, charges in e, atoms 1 to 8: 0.288, 0.293, 0.397, 0.351, 0.326, 0.210, 0.314, 0.445

The following is a DFT calculation (ωB97M-V/def2-TZVPD) of one molecule with the formula C2H6N4O2.

The HOMO-LUMO gap is 9.0 eV. For the lowest unoccupied orbital energy, the calculation gives 0.5 eV. The value obtained for the relative energy (zero: lowest compared OMol25 entry of this formula, charge and spin) is 255.1 kJ/mol. The HOMO energy is -8.44 eV. As for the SMILES: N/N=C\NOC(N)=O.

Element x y z (Å)
1 N 2.26 0.97 0.06
2 N 2.27 -0.28 -0.50
3 C 1.40 -1.14 -0.14
4 N 0.50 -0.74 0.82
5 O -0.87 -0.99 0.38
6 C -1.52 0.19 0.10
7 N -2.64 -0.10 -0.53
8 O -0.99 1.25 0.34
9 H 1.28 1.36 0.19
10 H 2.88 1.60 -0.38
11 H 1.42 -2.09 -0.60
12 H 0.53 0.19 1.14
13 H -3.24 0.74 -0.70
14 H -3.29 -0.96 -0.19

Mulliken population analysis, charges in e, atoms 1 to 8: -0.406, -0.379, 0.048, -0.377, -0.296, 0.650, -0.453, -0.633

The following is a DFT calculation (ωB97M-V/def2-TZVPD) of one molecule with the formula C2H6N4O2.

The HOMO-LUMO gap is 9.5 eV. For the lowest unoccupied orbital energy, the calculation gives 0.7 eV. The value obtained for the relative energy (zero: lowest compared OMol25 entry of this formula, charge and spin) is 359.2 kJ/mol. The HOMO energy is -8.77 eV. As for the SMILES: [H]/N=C(/NO)N/C=N/O.

Element x y z (Å)
1 H -2.24 1.68 0.89
2 N -2.14 0.74 0.57
3 C -1.10 0.33 -0.06
4 N -1.12 -0.93 -0.48
5 O -2.20 -1.67 -0.04
6 N 0.08 1.09 -0.26
7 C 1.37 0.64 -0.23
8 N 1.80 -0.47 0.27
9 O 3.14 -0.82 0.14
10 H -0.20 -1.47 -0.57
11 H -2.78 -0.94 0.34
12 H 0.02 1.91 -0.81
13 H 2.11 1.30 -0.68
14 H 3.25 -1.38 0.92

Mulliken population analysis, charges in e, atoms 1 to 8: 0.187, -0.787, 0.471, -0.148, -0.466, -0.134, -0.009, -0.448

The following is a DFT calculation (ωB97M-V/def2-TZVPD) of a 2-piece molecular cluster, C2H6N4O2 overall.

The HOMO-LUMO gap is 11.7 eV. For the lowest unoccupied orbital energy, the calculation gives -8.5 eV. The value obtained for the relative energy (zero: lowest compared OMol25 entry of this formula, charge and spin) is 113.3 kJ/mol. The HOMO energy is -20.17 eV. Its net charge is +2.

Element x y z (Å)
1 C 0.90 1.05 0.45
2 C -1.20 -1.16 -0.30
3 N -1.31 0.01 -0.03
4 N 1.47 0.01 0.41
5 N -2.44 0.89 0.02
6 N 2.53 -0.67 -0.05
7 O 0.22 1.95 0.56
8 O -0.67 -2.18 -0.43
9 H -3.19 0.40 0.53
10 H -2.95 0.86 -0.95
11 H -1.93 1.66 0.41
12 H 2.80 -1.43 0.54
13 H 3.59 -0.22 -0.19
14 H 2.18 -1.17 -0.96

Mulliken population analysis, charges in e, atoms 1 to 8: 0.620, 0.610, -0.356, -0.210, -0.182, -0.277, -0.359, -0.261

Result set for energy: -1040.1293; -298.6680; -298.1027; -373.8053; -373.9086; -374.0810; -449.0455; -449.0403; -448.9006; -449.2240; -449.1844; -448.4939 a.u., one per record in the order listed.